1.
Below is C26H50CeOP2Si as an isolated structure in a non-equilibrium geometry, with properties calculated with ωB97M-V/def2-TZVPD.

```
81
Properties=species:S:1:pos:R:3
Ce 0.94 1.35 1.61
C 3.09 2.57 1.39
C 2.15 3.29 0.59
C 1.43 3.39 2.80
C 2.66 2.63 2.76
C 1.11 3.79 1.46
C 4.37 1.98 0.91
H 4.29 1.65 -0.14
H 4.67 1.12 1.50
H 5.19 2.72 0.95
C 3.32 1.97 3.91
H 4.30 1.57 3.60
H 2.72 1.13 4.31
H 3.49 2.67 4.74
C 0.56 3.51 4.00
H 1.07 4.11 4.77
H 0.34 2.53 4.46
H -0.38 4.01 3.75
C -0.11 4.51 1.01
H -0.01 5.59 1.16
H -1.00 4.18 1.58
H -0.30 4.35 -0.06
C 2.29 3.57 -0.87
H 2.47 4.64 -1.07
H 1.40 3.26 -1.44
H 3.15 3.02 -1.28
C 1.37 -1.67 -0.19
C 2.20 -0.85 -0.86
C 1.94 -0.04 -2.09
C 0.46 0.22 -2.48
C -0.46 0.86 -1.50
C -1.22 0.22 -0.59
C -1.22 -1.25 -0.27
C 0.02 -2.10 -0.66
H 2.41 -0.56 -2.94
H 0.02 -0.73 -2.84
H 2.47 0.93 -2.04
H 0.00 -2.25 -1.76
H 1.72 -2.15 0.72
H 3.23 -0.74 -0.48
H -0.16 -3.12 -0.26
H -1.42 -1.40 0.81
H -2.02 0.79 -0.09
H -2.11 -1.70 -0.76
H 0.47 0.85 -3.38
H -0.62 1.95 -1.63
P -1.23 -2.34 -3.58
C -0.85 -4.11 -3.27
C -0.83 -2.23 -5.36
P -3.92 -0.81 -3.44
C -3.05 -2.44 -3.63
C -4.27 -0.50 -5.23
C -5.58 -1.55 -3.11
H -1.28 -4.43 -2.31
H 0.23 -4.27 -3.25
H -1.31 -4.67 -4.09
H -1.26 -3.12 -5.83
H 0.26 -2.23 -5.47
H -1.25 -1.32 -5.78
H -5.87 -2.20 -3.95
H -6.31 -0.74 -3.00
H -5.54 -2.13 -2.18
H -3.38 -3.12 -2.82
H -3.30 -2.89 -4.61
H -4.94 0.36 -5.29
H -4.77 -1.38 -5.66
H -3.34 -0.28 -5.78
C 1.64 -2.25 4.22
Si 0.12 -1.13 4.31
C -1.44 -2.10 3.96
C 0.07 -0.19 5.93
O 0.34 -0.02 3.07
H 1.70 -2.98 5.04
H 2.57 -1.65 4.24
H 1.65 -2.82 3.27
H -1.61 -2.87 4.73
H -2.33 -1.46 3.95
H -1.39 -2.61 3.00
H 0.97 0.42 6.07
H -0.79 0.50 5.98
H 0.00 -0.85 6.80
```

E_tot: -2542.72807 hartree
strongest force on any atom: 6.668 eV/Å
net charge: +2
LUMO energy (alpha / beta): -8.0 / -8.0 eV
HOMO-LUMO gap (alpha / beta): 4.53 / 4.53 eV

Atomic partial charges in e from the Mulliken method, atoms 1 to 6: atom 1 (Ce): 0.549, atom 2 (C): 0.758, atom 3 (C): 0.456, atom 4 (C): 0.574, atom 5 (C): 0.593, atom 6 (C): 0.618


2.
Below is a 2-piece molecular cluster, C26H50ClF4NO10SSi overall in a non-equilibrium geometry, with properties calculated with ωB97M-V/def2-TZVPD.

```
94
Properties=species:S:1:pos:R:3
C 0.83 3.51 -3.18
C 1.18 2.01 -3.30
C 0.50 1.13 -2.24
C 0.88 1.40 -0.77
C 2.25 2.08 -0.57
C 0.58 0.29 0.30
O 0.71 1.01 1.54
C -0.92 -0.23 0.28
Cl -1.24 -1.16 -1.25
C -1.88 0.99 0.25
O -2.99 0.83 -0.60
C -3.85 1.95 -0.55
C -4.75 1.93 -1.80
C -1.42 -1.20 1.40
C -1.07 -0.76 2.83
Si -3.36 -1.53 1.53
C -4.25 -2.01 -0.04
C -4.27 -0.15 2.43
C -3.56 -3.04 2.64
O -1.05 -2.60 1.19
S 0.49 -2.98 1.48
O 0.62 -4.35 1.08
O 1.11 -2.13 0.16
C 1.71 -0.84 0.44
O 2.14 -0.90 1.76
C 3.39 -0.40 2.20
C 3.44 -0.47 3.72
N 2.22 0.06 4.33
C 2.26 1.50 4.44
C 1.02 2.07 5.17
C -0.04 2.67 4.24
O 0.46 1.06 6.00
C 2.90 -0.93 -0.56
F 2.49 -0.83 -1.85
F 3.87 -0.01 -0.40
C 3.59 -2.36 -0.42
F 3.14 -3.19 -1.40
F 4.94 -2.18 -0.62
H -0.16 3.63 -2.73
H 0.85 3.96 -4.17
H 1.57 4.02 -2.58
H 2.25 1.85 -3.31
H 0.80 1.66 -4.26
H 0.61 0.10 -2.55
H -0.57 1.35 -2.35
H 0.23 2.22 -0.47
H 2.97 1.80 -1.34
H 2.72 1.82 0.38
H 2.16 3.16 -0.61
H -0.05 1.59 1.63
H -2.22 1.24 1.27
H -1.38 1.89 -0.10
H -3.29 2.89 -0.53
H -4.47 1.93 0.35
H -4.34 1.19 -2.49
H -4.77 2.90 -2.27
H -5.76 1.62 -1.54
H -0.01 -0.75 3.06
H -1.59 -1.35 3.58
H -1.41 0.27 2.96
H -5.09 -2.65 0.25
H -3.63 -2.61 -0.70
H -4.68 -1.17 -0.60
H -4.41 0.73 1.80
H -5.28 -0.53 2.62
H -3.84 0.12 3.39
H -3.04 -3.90 2.22
H -3.26 -2.86 3.67
H -4.63 -3.26 2.64
H 3.53 0.64 1.89
H 4.26 -0.95 1.82
H 4.33 0.08 4.05
H 3.56 -1.51 4.01
H 2.16 -0.34 5.26
H 3.15 1.84 4.99
H 2.32 1.94 3.44
H 1.38 2.87 5.83
H 0.38 3.00 3.29
H -0.81 1.93 4.04
H -0.52 3.53 4.71
H -0.48 1.23 6.09
H 3.47 -2.80 0.56
C 1.25 -2.44 -4.14
O 1.13 -2.96 -5.46
C 1.24 -2.05 -6.42
O 1.41 -0.87 -6.27
O 1.12 -2.67 -7.60
C 1.21 -1.80 -8.73
H 1.15 -3.27 -3.45
H 2.22 -1.97 -4.00
H 0.46 -1.71 -3.95
H 2.18 -1.31 -8.75
H 0.42 -1.05 -8.71
H 1.10 -2.43 -9.61
```

E_tot: -3375.09164 hartree
strongest force on any atom: 1.338 eV/Å
LUMO energy: 0.3 eV
HOMO-LUMO gap: 9.43 eV

Atomic partial charges in e from the Mulliken method, atoms 1 to 6: atom 1 (C): -1.275, atom 2 (C): -0.894, atom 3 (C): -0.462, atom 4 (C): 1.228, atom 5 (C): -2.721, atom 6 (C): -0.332


3.
Below is C26H50GeN6O2PdS2Se as an isolated structure in a non-equilibrium geometry, with properties calculated with ωB97M-V/def2-TZVPD.

```
89
Properties=species:S:1:pos:R:3
Pd 0.34 0.11 -0.42
C -0.64 0.07 5.24
N 0.13 -0.83 4.42
C 0.46 -2.16 4.82
C 1.10 -2.71 3.52
O 1.57 -3.83 3.45
N 1.03 -1.75 2.56
C 0.48 -0.67 3.11
N 0.32 0.50 2.49
H -1.50 -0.44 5.66
H -1.01 0.90 4.64
H -0.04 0.49 6.06
H -0.42 -2.76 5.09
H 1.18 -2.19 5.65
H 0.33 0.47 1.43
H -0.46 1.07 2.78
C 2.82 2.60 -2.05
N 2.29 1.33 -2.51
C 1.21 1.51 -3.47
C 2.07 0.28 -1.56
S 2.67 0.51 0.06
N 2.19 -0.99 -2.23
C 2.07 -2.19 -1.41
C 3.30 -1.13 -3.15
H 3.08 3.18 -2.94
H 3.71 2.44 -1.45
H 2.10 3.18 -1.45
H 0.30 1.91 -3.00
H 0.97 0.55 -3.92
H 1.54 2.20 -4.25
H 1.30 -2.07 -0.66
H 3.01 -2.41 -0.90
H 1.80 -3.02 -2.06
H 3.39 -0.25 -3.78
H 3.13 -2.01 -3.78
H 4.26 -1.27 -2.62
O -1.96 0.33 1.04
S -2.58 -0.99 0.62
C -3.94 -0.60 -0.58
C -5.29 -0.28 0.06
C -5.08 0.12 1.52
C -4.05 -0.84 2.05
H -3.99 -1.45 -1.26
H -3.53 0.25 -1.13
H -5.95 -1.15 0.01
H -5.79 0.53 -0.50
H -6.04 0.13 2.05
H -4.67 1.14 1.57
H -4.46 -1.86 2.14
H -3.60 -0.55 3.01
C 2.32 5.36 0.67
Ge 0.55 5.94 0.05
C 0.19 7.76 0.75
C 0.60 6.04 -1.91
C -0.80 4.67 0.63
Se -0.27 2.82 -0.01
C -1.92 2.56 -1.02
H 3.12 5.86 0.11
H 2.41 4.28 0.52
H 2.46 5.56 1.73
H 0.96 8.47 0.42
H 0.18 7.76 1.84
H -0.77 8.12 0.40
H 1.40 6.71 -2.25
H -0.34 6.41 -2.32
H 0.78 5.04 -2.31
H -1.79 4.90 0.22
H -0.87 4.62 1.71
H -2.04 3.34 -1.77
H -2.75 2.54 -0.32
H -1.83 1.57 -1.48
C -1.57 -0.77 -3.77
C -1.61 -2.11 -3.09
C -1.84 -3.25 -3.85
C -1.94 -4.51 -3.28
C -1.74 -4.61 -1.91
C -1.49 -3.50 -1.11
C -1.10 -3.75 0.33
C -1.48 -2.18 -1.66
N -1.40 -1.06 -0.90
H -0.96 -0.81 -4.68
H -1.16 -0.05 -3.08
H -2.57 -0.43 -4.06
H -1.96 -3.14 -4.93
H -2.15 -5.39 -3.88
H -1.75 -5.59 -1.44
H -0.58 -4.71 0.42
H -1.96 -3.76 1.01
H -0.43 -2.96 0.68
```

E_tot: -6902.22678 hartree
strongest force on any atom: 1.574 eV/Å
relative energy (zero: lowest compared OMol25 entry of this formula, charge and spin): 93.6 kJ/mol
net charge: -2
LUMO energy: 4.1 eV
HOMO-LUMO gap: 4.13 eV

Atomic partial charges in e from the Mulliken method, atoms 1 to 6: atom 1 (Pd): -0.066, atom 2 (C): -0.933, atom 3 (N): 0.174, atom 4 (C): -0.519, atom 5 (C): 0.365, atom 6 (O): -0.736


Q: Number 1 is which compound?
A: C26H50CeOP2Si


Q: E_tot of number 1 (C26H50CeOP2Si)?
A: -2542.72807 hartree